(1)
C6H7ClN2 | ωB97M-V/def2-TZVPD

Cartesian coordinates (Å):
C  0.001  2.225  1.361
C  -0.644  1.432  0.716
C  1.293  -1.093  -0.454
C  0.001  -1.289  -0.906
C  -1.140  -0.891  0.024
C  -1.512  0.636  -0.098
N  2.144  -0.501  0.107
N  3.162  -0.185  0.738
Cl  -1.497  1.372  -1.764
H  0.313  2.691  2.234
H  -0.220  -0.778  -1.854
H  -0.277  -2.343  -1.285
H  -1.915  -1.509  -0.128
H  -0.789  -0.908  1.004
H  -2.591  0.748  0.161
H  3.669  0.393  0.144

Output
DFT total energy = -802.32809 hartree
energy above the lowest of the compared OMol25 structures with the same formula, charge and spin = 456.6 kJ/mol

natural (NBO) atomic charge list, values in e, 4 entries: C -0.18; C -0.06; C 0.21; C -0.52

(2)
C4H5N3O | ωB97M-V/def2-TZVPD

Cartesian coordinates (Å):
C  0.361  0.339  -0.583
C  1.529  0.786  0.286
C  -0.228  -0.732  0.047
C  -1.763  -0.962  -0.018
H  0.577  1.619  -1.968
H  -1.180  1.038  -1.621
H  1.864  -0.184  0.972
H  -0.766  -2.224  1.432
H  -0.064  -0.370  2.369
N  0.014  0.907  -1.805
N  0.204  -1.175  1.438
N  -2.765  -0.960  -0.585
O  2.218  1.919  0.037

Output
DFT total energy = -394.67131 hartree
energy above the lowest of the compared OMol25 structures with the same formula, charge and spin = 777.8 kJ/mol

natural (NBO) atomic charge list, values in e, 4 entries: C 0.08; C 0.33; C 0.01; C 0.20

Number 1: E_HOMO -8.15 eV, largest force on an atom 5.0 eV/A, Kohn-Sham gap 8.785 eV. Number 2: E_HOMO -9.45 eV, largest force on an atom 9.7 eV/A, Kohn-Sham gap 8.052 eV.